(1)
A structure of composition C10H7MnN3O4S2. Source: OMol25; level of theory: ωB97M-V with the def2-TZVPD basis set.

Geometry as ORCA input:
```
! wB97M-V def2-TZVPD RIJCOSX def2/J DEFGRID3
* xyz 2 4
Mn 0.976 -1.693 -0.528
N -0.129 2.119 0.376
C -1.426 1.642 0.404
C -2.642 2.243 0.708
C -3.790 1.455 0.588
C -3.728 0.117 0.197
C -2.514 -0.498 -0.086
C -1.353 0.279 0.023
N -0.035 -0.029 -0.215
C 0.672 1.126 -0.009
C 2.092 1.002 -0.252
C 3.184 1.829 -0.207
S 4.608 0.971 -0.613
C 3.706 -0.447 -0.831
N 2.414 -0.304 -0.614
H 0.150 3.061 0.628
H -2.714 3.273 1.024
H -4.754 1.893 0.807
H -4.642 -0.452 0.106
H -2.452 -1.530 -0.393
H 3.228 2.874 0.034
H 4.142 -1.393 -1.114
O 1.001 -5.057 0.424
S 1.000 -3.732 0.013
O 2.031 -3.148 -0.910
O -0.197 -3.047 -0.620
O 1.173 -2.556 1.059
*
```

(2)
The ion C10H7N2O2 with charge +1. Source: OMol25; level of theory: ωB97M-V with the def2-TZVPD basis set.

Geometry as ORCA input:
```
! wB97M-V def2-TZVPD RIJCOSX def2/J DEFGRID3
* xyz 1 1
O -4.645 -0.398 -2.181
C -3.472 -0.071 -2.792
N -2.218 0.101 -3.393
C -1.256 -0.094 -2.219
C -0.697 -1.610 -1.931
C 0.311 -1.851 -0.652
C 0.675 -0.544 0.274
C 1.643 -0.752 1.591
O 2.125 -2.115 1.880
N 1.997 0.433 2.510
C 1.488 1.851 2.265
C 0.513 2.233 0.962
C 0.124 0.973 -0.022
C -0.884 1.248 -1.317
H -1.067 -2.460 -2.667
H 0.683 -2.949 -0.467
H 1.436 -2.574 2.474
H 2.606 0.227 3.356
H 1.800 2.682 3.060
H 0.152 3.337 0.814
H -1.312 2.334 -1.547
*
```

Summary:
SMILES	O=C=[N+]=c1ccc2c(O)[nH]ccc-2c1

It is found that the ΔE to the lowest compared entry with this formula, charge and spin values, taken in the order of the records, are 14.57; 265.55 kcal per mole.